# 1
This record from the OMol25 dataset describes a 3-piece molecular cluster, C5H10NO2 overall. The level of theory is ωB97M-V with the def2-TZVPD basis set.

The geometry in ORCA input format:
```
! wB97M-V def2-TZVPD RIJCOSX def2/J DEFGRID3
* xyz -1 1
C -0.33122 1.25881 -0.21788
C -1.46557 0.41876 -0.89182
C -2.53059 -0.12800 -0.17111
C -2.47144 -0.19653 1.24569
N 3.13341 -1.48740 -0.52193
C 3.27521 -0.12663 0.01180
O 3.90953 -0.11004 1.11875
O 2.76513 0.80597 -0.63583
H -0.60976 2.35687 -0.35716
H 0.53729 1.17969 -0.75675
H -0.14318 1.09335 0.84770
H -1.71662 0.65383 -1.95427
H -1.12355 -1.46246 0.54188
H -3.34533 -0.54184 -0.76100
H 2.36145 -1.58818 -1.20821
H -3.46270 -0.44221 1.62445
H -1.84447 0.48077 1.89359
H 3.06240 -2.16475 0.19212
*
```

The energy above the lowest of the compared OMol25 structures with the same formula, charge and spin comes out at 5.861 eV. As for the gap between HOMO and LUMO: 5.789 eV.

***

# 2
This record from the OMol25 dataset describes an isolated ion of composition C5H10NO2 and charge -2. The level of theory is ωB97M-V with the def2-TZVPD basis set.

The geometry in ORCA input format:
```
! wB97M-V def2-TZVPD RIJCOSX def2/J DEFGRID3
* xyz -2 2
C 0.37904 1.56187 0.90057
C -0.08897 0.14541 0.39242
C 1.12792 -0.72395 0.13604
C 0.77273 -2.18188 -0.45450
N -0.96400 0.29498 -0.78436
C -2.14651 1.21692 -0.67804
O -2.72530 1.54563 -1.72002
O -2.47592 1.46497 0.50168
H -0.52498 2.00801 1.28930
H 0.93654 2.14799 0.18636
H 1.03562 1.31379 1.76702
H -0.75514 -0.38332 1.09776
H 1.67064 -0.86004 1.08642
H 1.86581 -0.25867 -0.55573
H 1.36394 -2.82229 0.22310
H 1.26451 -2.29412 -1.42169
H -0.28835 -2.28211 -0.33450
H -0.44760 0.10681 -1.63180
*
```

The energy above the lowest of the compared OMol25 structures with the same formula, charge and spin comes out at 0.830 eV. As for the gap between HOMO and LUMO (alpha / beta): 2.776 / 7.953 eV.

***

# 3
This record from the OMol25 dataset describes an isolated ion of composition C5H10NO2 and charge +1. The level of theory is ωB97M-V with the def2-TZVPD basis set.

The geometry in ORCA input format:
```
! wB97M-V def2-TZVPD RIJCOSX def2/J DEFGRID3
* xyz 1 1
C -0.88848 1.32558 0.08121
C 0.43942 1.20402 0.31920
C -1.61337 0.05918 -0.54667
C 1.19568 0.03953 -0.04785
C 1.77439 -0.75896 1.06537
N -0.54999 -0.99485 -0.62443
O -2.58967 -0.51824 0.24908
O 1.93246 0.07295 -1.14045
H -1.59440 2.18763 0.34820
H 0.99329 1.93276 0.92352
H -2.01952 0.34986 -1.57691
H 2.33197 -1.48912 0.52049
H 0.96750 -1.10243 1.66180
H 2.42090 -0.08515 1.49648
H -0.90605 -1.74209 -0.11313
H -0.46081 -1.27070 -1.63843
H -3.10878 0.04064 0.77931
H 1.67547 0.74937 -1.75680
*
```

The energy above the lowest of the compared OMol25 structures with the same formula, charge and spin comes out at 2.222 eV. As for the gap between HOMO and LUMO: 11.103 eV.

***

# 4
This record from the OMol25 dataset describes an isolated ion of composition C5H10NO2 and charge +1. The level of theory is ωB97M-V with the def2-TZVPD basis set.

The geometry in ORCA input format:
```
! wB97M-V def2-TZVPD RIJCOSX def2/J DEFGRID3
* xyz 1 1
O 2.84177 0.94895 -0.63847
C 2.27515 -0.08040 -0.40722
C 0.81149 -0.01024 0.08854
C -0.12058 -1.14334 -0.35271
C -1.26356 -1.43243 0.65345
C -2.43011 -0.52092 0.59055
O -2.31313 0.65826 0.32982
N 0.28702 1.40340 -0.20649
H 2.66483 -1.09971 -0.58843
H 0.91024 0.01193 1.17740
H -0.58288 -0.81623 -1.28937
H 0.47182 -2.06142 -0.45610
H -1.48226 -2.48745 0.55150
H -0.93334 -1.34466 1.71445
H -3.44237 -0.93322 0.70275
H -0.68542 1.36485 0.19644
H 0.23930 1.48426 -1.21882
H 0.89799 2.07755 0.24597
*
```

The energy above the lowest of the compared OMol25 structures with the same formula, charge and spin comes out at 1.123 eV. As for the gap between HOMO and LUMO: 10.971 eV.

***

# 5
This record from the OMol25 dataset describes a 2-piece molecular cluster, C5H10NO3 overall. The level of theory is ωB97M-V with the def2-TZVPD basis set.

The geometry in ORCA input format:
```
! wB97M-V def2-TZVPD RIJCOSX def2/J DEFGRID3
* xyz -1 1
C 0.99854 -0.16935 0.57204
C 0.56933 -0.11549 -0.90149
C 1.61404 -0.25611 -1.94966
C 1.49627 -1.08266 -2.98092
N 0.46650 0.91888 1.35411
C -0.62481 0.66190 2.27479
O -1.33749 -0.33686 2.01938
O -0.79184 1.55971 3.12697
H 0.77398 -1.15229 0.98916
H 2.09250 -0.16859 0.70218
H 0.05607 0.85495 -0.93350
H -0.32377 -0.71379 -1.11652
H 2.52674 0.31451 -1.79846
H 2.25335 -1.29227 -3.72502
H 0.59883 -1.67230 -3.07618
H 1.09060 1.57121 1.80253
H -3.93840 -0.28456 0.85208
H -3.32131 0.78236 1.58457
O -4.19913 0.58078 1.20394
*
```

The energy above the lowest of the compared OMol25 structures with the same formula, charge and spin comes out at 1.504 eV. As for the gap between HOMO and LUMO: 7.921 eV.

***

# 6
This record from the OMol25 dataset describes a 2-piece molecular cluster, C5H10NO3 overall. The level of theory is ωB97M-V with the def2-TZVPD basis set.

The geometry in ORCA input format:
```
! wB97M-V def2-TZVPD RIJCOSX def2/J DEFGRID3
* xyz -1 1
C 0.81604 1.42244 -0.11147
C 1.77860 0.87178 0.99307
C -0.31487 1.93181 0.77053
O -0.33720 3.08281 1.19655
N -1.41475 1.13273 0.99887
H 1.28964 2.28581 -0.60600
H 0.49993 0.81153 -0.93073
H 1.78195 1.58923 1.80032
H 2.76469 0.64764 0.63454
H -2.27684 1.55884 1.28542
H -1.41980 0.13398 0.72051
H 1.32300 -0.02329 1.43025
C -1.02997 -2.83013 -1.77905
C -0.06878 -2.02236 -0.89670
O -0.57163 -1.23313 -0.03406
O 1.13707 -2.28082 -1.02050
H -1.49264 -2.35654 -2.61412
H -1.69285 -3.45390 -1.17945
H -0.34584 -3.51512 -2.32128
*
```

The energy above the lowest of the compared OMol25 structures with the same formula, charge and spin comes out at 0.599 eV. As for the gap between HOMO and LUMO: 8.568 eV.

***

# 7
This record from the OMol25 dataset describes C5H10NO4P as an isolated structure. The level of theory is ωB97M-V with the def2-TZVPD basis set.

The geometry in ORCA input format:
```
! wB97M-V def2-TZVPD RIJCOSX def2/J DEFGRID3
* xyz 0 1
C 1.49056 -1.08352 0.00165
C -2.79530 1.28513 0.10606
C -2.12104 -0.60592 -1.34435
C -1.68084 0.32073 -0.23561
C 1.99202 -0.99415 1.22771
N 2.53038 0.33612 1.47297
O 1.06851 -2.26468 -0.43488
O 1.37345 0.00658 -0.80332
O 3.82694 0.82716 -0.95651
O -1.32567 -1.19064 -2.01754
P 2.50823 1.29913 -0.62361
H -2.98393 1.99125 -0.77283
H -2.52065 1.83881 0.93102
H -3.83950 0.82722 0.22294
H -1.42544 -0.31394 0.64520
H -3.21342 -0.72067 -1.66922
H -0.72400 0.81940 -0.38188
H 0.22925 -2.08144 -0.95568
H 3.52683 0.39494 1.74000
H 1.98941 1.02026 1.96758
H 2.09420 -1.71177 1.88027
*
```

The energy above the lowest of the compared OMol25 structures with the same formula, charge and spin comes out at 0.114 eV. As for the gap between HOMO and LUMO: 9.429 eV.

***

# 8
This record from the OMol25 dataset describes one molecule with the formula C5H10NO8. The level of theory is ωB97M-V with the def2-TZVPD basis set.

The geometry in ORCA input format:
```
! wB97M-V def2-TZVPD RIJCOSX def2/J DEFGRID3
* xyz 0 2
H 0.82551 1.18271 2.14888
C 1.58023 2.30558 -1.05393
C 1.18194 0.91115 -1.32377
C -0.33626 0.52056 -0.70744
C -1.40372 1.36797 -1.45111
C -0.80069 -0.94066 -0.76154
O 0.12578 -1.75983 -0.13307
N -0.57152 -3.09035 0.46661
O 0.14629 -3.63852 1.26146
O -1.67114 -3.29802 0.01545
O -0.41191 0.99548 0.63026
O 0.63746 0.44558 1.52726
O 2.07746 0.02180 -0.75727
O 0.66584 3.16685 -0.81072
O 1.07169 4.38135 0.19075
H 2.50562 2.48030 -0.51464
H 0.99620 0.79174 -2.42941
H -1.55128 0.92729 -2.46515
H -2.29676 1.29469 -0.80817
H -1.04531 2.41497 -1.44212
H -1.74750 -0.96194 -0.22860
H -0.88288 -1.27443 -1.81035
H 1.54971 -0.77375 -0.48866
H 0.20090 4.49919 0.62983
*
```

The energy above the lowest of the compared OMol25 structures with the same formula, charge and spin comes out at 2.782 eV. As for the gap between HOMO and LUMO (alpha / beta): 7.096 / 9.278 eV.

***

Looking at max |F| for the records above, in order, we have 5.56, 3.30, 4.24, 2.28, 1.61, 2.61, 6.10, 3.83 eV Å⁻¹.